Record 1
Computed, not measured: C2H4BFO in the gas phase in a non-equilibrium geometry, with the ωB97M-V functional and the def2-TZVPD basis.

Structure (XYZ):
```
9
Properties=species:S:1:pos:R:3:forces:R:3
F 0.94167 -0.65247 1.89928 0.0 0.5 1.4
O -1.60215 1.08785 2.13993 -0.1 0.3 0.7
C -0.99882 1.01754 1.12602 1.8 -2.5 -0.8
C 0.47905 0.19484 0.91503 -2.6 0.2 -2.0
B 0.49352 -1.03065 -0.21739 -0.2 2.1 1.2
H -1.45951 1.33588 0.15047 0.6 0.2 0.3
H 1.16019 1.03303 0.74378 0.4 -0.3 0.1
H 1.14800 -0.90968 -1.14768 0.7 0.0 -1.0
H -0.03277 -2.02581 0.03156 -0.6 -0.6 0.3
```
Positions in Å, forces in eV/Å.

Summary:
Energy relative to the best compared isomer or geometry (same formula, charge and spin)   53.61 kcal/mol
Structure (SMILES)   B[C@H](F)C=O

Record 2
Computed, not measured: 3 unconnected molecules or ions with the total composition C23H25FN3O8 in a non-equilibrium geometry, with the ωB97M-V functional and the def2-TZVPD basis.

Structure (XYZ):
```
60
Properties=species:S:1:pos:R:3:forces:R:3
F -1.58511 -4.17131 4.10418 0.5 3.8 -2.5
O 3.32494 -2.36538 -3.16171 0.2 0.3 0.6
O -1.69854 -2.80156 -1.74435 3.6 -1.4 3.0
O 1.85577 -3.77692 0.71422 -0.4 1.5 -0.6
O 3.96333 -1.94656 -1.13426 0.1 0.2 -0.5
O 2.72203 1.32917 1.05565 -1.2 -0.4 -0.2
O 0.34284 -3.86548 -1.18475 -1.5 2.0 1.0
O -2.73226 3.04092 2.39207 -0.4 0.0 0.1
O -4.22567 4.17046 3.47994 0.3 -0.5 -0.6
N -1.35193 -1.75351 3.47407 0.2 -1.9 -2.9
N 3.84422 -1.64764 -2.32013 0.0 -0.1 -0.3
N -3.87770 3.45098 2.55814 0.1 0.3 0.5
C -5.49612 1.84971 -0.41085 -0.1 0.1 0.2
C 2.44828 -2.71175 1.51626 0.6 0.5 0.8
C -6.79977 2.32442 -0.29389 0.0 0.0 0.0
C 4.22609 0.03492 -4.08723 -0.1 -0.1 -0.1
C -4.89344 3.05133 1.58150 -0.5 -0.2 -0.5
C -1.39236 -3.15977 3.11551 0.5 -0.9 -2.6
C 4.36170 -0.34900 -2.75373 0.3 0.7 -0.2
C -0.79907 -3.07673 -0.92696 -1.8 0.9 -1.3
C 4.99427 0.48330 -1.83039 0.0 0.0 0.1
C -0.78531 0.12653 -0.15662 -0.1 -1.0 -0.2
C 5.37953 2.09109 -3.58438 0.0 -0.1 0.0
C -7.15187 3.15625 0.76551 0.2 -0.1 -0.1
C -1.19207 -3.64844 1.66939 -0.1 4.2 1.1
C 5.50518 1.70552 -2.25260 -0.1 -0.1 -0.2
C 4.73790 1.26041 -4.49926 0.0 -0.1 0.3
C 1.27790 1.52130 0.91536 0.3 0.2 -0.7
C -0.95685 -1.00458 0.95639 -0.6 -2.7 2.9
C -6.19887 3.52208 1.71080 0.0 0.1 0.1
C -0.97775 -2.52650 0.58062 0.0 -0.1 3.2
C -1.15626 -0.70182 2.48656 0.1 -1.9 -2.4
C 0.70863 0.68341 -0.33394 -0.1 1.2 0.0
C 1.54400 -3.27869 -0.62822 1.9 0.7 0.7
C -4.53721 2.21334 0.52817 0.0 -0.1 -0.1
H -1.23057 -4.76596 1.39527 0.1 2.1 0.7
H 3.73134 -0.60430 -4.81058 0.1 0.0 0.2
H 0.67275 1.42019 -1.22685 0.0 -1.4 1.3
H -8.16955 3.52204 0.85253 0.2 0.0 0.0
H 1.15837 2.64331 0.66220 0.1 -1.9 0.8
H -6.48577 4.17046 2.53145 0.2 -0.1 -0.1
H -1.57264 0.93962 0.04024 1.5 -1.0 -0.2
H -3.52501 1.83976 0.42406 -0.1 0.2 0.2
H 4.64060 1.56776 -5.53510 0.0 -0.1 0.1
H -1.16558 0.38733 2.86494 -0.1 -2.1 -0.5
H 3.39021 -2.28359 1.03411 -1.3 -0.7 0.5
H -1.06738 -0.36892 -1.16416 0.3 0.8 1.7
H 5.09905 0.19497 -0.79020 -0.1 -0.1 -0.2
H 6.00490 2.35770 -1.54407 -0.1 -0.1 -0.1
H 0.74042 1.27235 1.89981 0.7 0.4 -1.4
H 5.78482 3.04386 -3.91148 -0.1 -0.1 0.0
H 2.95244 0.37988 0.95948 -0.4 0.8 0.1
H 2.76269 -3.09745 2.55724 -0.7 0.2 -1.8
H -1.49965 -1.54379 4.47666 0.2 0.1 -0.9
H 1.45015 -2.14282 -0.53335 -0.2 -1.4 -0.3
H 2.46086 -3.46831 -1.30005 -2.1 -0.2 0.8
H 1.72493 -1.83164 1.69719 0.7 -1.3 -0.4
H 1.48671 -0.10673 -0.61064 -1.3 0.8 0.4
H -5.22768 1.19934 -1.23689 0.0 0.1 0.1
H -7.54487 2.04544 -1.03282 0.1 0.0 0.1
```
Positions in Å, forces in eV/Å.

Summary:
Total charge   +1

Record 3
Computed, not measured: 2 unconnected molecules or ions with the total composition C11H14NS2 in a non-equilibrium geometry, with the ωB97M-V functional and the def2-TZVPD basis.

Structure (XYZ):
```
28
Properties=species:S:1:pos:R:3:forces:R:3
S -4.75398 1.40751 -0.65754 0.1 -0.3 0.2
S -2.08006 -1.12979 1.23301 -0.5 0.3 -0.2
N -1.20435 -0.07988 0.30107 2.0 0.1 0.0
C 3.59850 -0.03705 -0.79502 0.3 0.0 0.2
C -3.56210 -0.41195 0.74673 0.6 0.4 -0.4
C -3.29534 0.64091 -0.14541 -0.6 -0.4 0.4
C -4.93079 -0.58772 1.01094 -0.4 0.1 0.0
C 1.42731 -1.26366 -0.45229 0.0 -0.4 -0.1
C 2.98680 -1.36364 -0.38092 0.0 0.2 -0.1
C -1.92364 0.79210 -0.36248 0.1 -0.3 0.2
C 1.12301 -0.15753 0.44238 -1.3 0.0 -0.4
C 3.10520 1.08611 0.10160 0.0 -0.1 -0.2
C -5.67116 0.32541 0.32364 0.3 0.0 -0.1
C 1.54242 1.17568 0.04584 0.0 0.4 0.2
H 0.99132 -2.20720 -0.13163 -0.1 0.0 0.0
H 3.29308 -2.16918 -1.04694 0.0 -0.1 0.1
H -1.45259 1.52259 -0.99394 0.2 0.2 -0.1
H 1.14935 -1.04907 -1.48414 -0.1 0.1 0.1
H 3.41954 0.91502 1.13125 0.1 0.1 0.1
H 3.28796 -1.62408 0.63366 0.1 -0.1 0.0
H 3.35455 0.17769 -1.83675 0.0 0.0 -0.1
H 4.68454 -0.10262 -0.71411 0.0 0.0 -0.1
H 1.25715 1.41525 -0.97704 -0.1 -0.1 -0.1
H 1.20689 1.95480 0.72719 -0.1 0.0 0.0
H -5.33629 -1.33575 1.66469 -0.2 -0.1 0.1
H -6.73878 0.42978 0.33829 -0.2 0.0 0.0
H 1.02445 -0.37454 1.49745 0.0 0.0 0.1
H 3.49700 2.05083 -0.21953 -0.1 0.0 0.1
```
Positions in Å, forces in eV/Å.

Summary:
Energy relative to the best compared isomer or geometry (same formula, charge and spin)   0.00 kcal/mol
Total charge   +1

no.,HOMO-LUMO gap (Eh)
1,0.3522
2,0.2624
3,0.2810